The following is a quantum chemistry calculation of 4 unconnected molecules or ions with the total composition H8O4 at a distorted geometry, from the OMol25 dataset.

Summary:
total charge: +1
<S²>: 0.758
DFT total energy: -8309.28429 eV
E_LUMO (alpha / beta): -4.07 / -10.91 eV
frontier orbital gap (alpha / beta): 0.43535 / 0.18396 Eh
2S+1: 2

Each atom is followed by the atoms it is bonded to, with distances in Å.
Geometry (Å):
1 O 1.461 -0.165 -0.747  H2 0.975, H3 1.023
2 H 2.217 -0.469 -0.212  O1 0.975
3 H 0.827 -0.964 -0.829  O1 1.023
4 H 1.845 2.109 0.505  O5 0.976
5 O 0.922 2.071 0.190  H4 0.976, H6 0.976
6 H 0.870 1.413 -0.530  O5 0.976
7 O -0.671 -1.588 -0.845  H8 0.965, H9 0.979
8 H -1.013 -1.648 -1.745  O7 0.965
9 H -1.391 -1.216 -0.295  O7 0.979
10 O -1.845 -0.068 1.186  H11 0.965, H12 0.963
11 H -1.795 -0.275 2.127  O10 0.965
12 H -1.428 0.800 1.194  O10 0.963

These are the Löwdin partial charges, in e, on atoms 1 to 8: O 0.124; H 0.132; H 0.083; H 0.137; O 0.277; H 0.061; O -0.032; H 0.089